Record 1
16
Properties=species:S:1:pos:R:3:forces:R:3 method="wB97M-V/def2-TZVPD" e_above_lowest_kcal_mol=27.1 homo_ev=-9.52 smiles="C=CCCC=C" orbital_gap_ev=10.8 spin_multiplicity=1 charge=0 e_lumo_ev=1.243 fmax_ev_per_a=0.22
H -1.170752 -2.269661 1.448423 -0.2 0.1 0.0
C 2.081307 0.527015 0.575265 0.0 -0.1 -0.1
H -1.901696 1.019203 -1.170830 0.1 -0.1 0.1
H -1.164848 1.322179 0.407906 0.1 -0.1 -0.1
H 1.347306 -1.170583 -0.404937 0.0 0.2 0.1
H 2.820303 -0.012705 1.157244 -0.1 0.0 0.0
C -1.498880 -0.755819 0.004675 0.0 -0.1 0.1
H 0.144175 0.126180 -2.082345 0.1 0.1 0.1
C 0.232153 0.618665 -1.105914 0.1 0.1 -0.1
H -0.622263 -0.556681 1.901825 -0.1 -0.2 -0.1
C -1.167690 0.637780 -0.449726 0.0 0.0 0.1
H 2.026377 1.600873 0.743444 0.0 -0.1 -0.1
H 0.580514 1.641784 -1.274808 -0.2 0.0 -0.1
C -1.094567 -1.221473 1.179876 -0.1 0.0 0.1
H -1.947838 -1.426709 -0.728799 0.1 0.1 0.1
C 1.276089 -0.090567 -0.282733 0.2 0.1 0.1

=====

Record 2
16
Properties=species:S:1:pos:R:3:forces:R:3 method="wB97M-V/def2-TZVPD" e_above_lowest_kcal_mol=72.1 homo_ev=-7.85 orbital_gap_ev=8.8 spin_multiplicity=1 charge=0 e_lumo_ev=0.987 fmax_ev_per_a=0.36
C -0.690528 -1.578133 -0.273683 0.2 0.3 0.1
C 1.323771 -0.095998 0.548814 0.0 0.0 0.0
H 2.119453 0.137845 -0.171734 -0.1 0.0 0.1
H -2.087449 -0.377255 -1.371393 0.1 0.0 0.1
H -0.100506 1.096384 -1.456956 -0.1 0.0 0.1
C 0.640931 -1.392389 0.132124 0.0 -0.1 0.1
H 0.870416 2.018865 0.691828 -0.1 -0.1 0.0
H -0.224860 0.978072 1.599587 0.1 0.0 -0.1
H -1.330344 1.887479 -0.477509 0.1 -0.1 0.0
H 1.229538 -2.296286 0.323443 -0.1 0.1 -0.1
C 0.333023 1.064416 0.657026 0.0 0.0 0.0
C -1.453210 -0.285540 -0.481433 -0.1 0.0 0.0
H -2.162847 -0.268630 0.362304 0.1 0.0 -0.1
H 0.396624 -1.637388 -1.070681 -0.1 0.0 -0.1
C -0.654822 1.024375 -0.508850 0.0 0.0 0.0
H 1.828688 -0.275416 1.505977 -0.1 0.0 -0.1

=====

Record 3
16
Properties=species:S:1:pos:R:3:forces:R:3 method="wB97M-V/def2-TZVPD" e_above_lowest_kcal_mol=48.9 homo_ev=-9.91 smiles=C#C[C@@H](C)CC orbital_gap_ev=11.0 spin_multiplicity=1 charge=0 e_lumo_ev=1.115 fmax_ev_per_a=2.59
H -2.202389 0.408742 -0.491892 0.4 0.2 0.3
C 0.460089 0.075194 0.435203 -0.2 0.6 0.8
C 3.035584 -0.439999 -0.003200 -0.2 -0.5 -0.4
C -1.889641 -0.449694 0.100190 -1.4 -2.2 -0.1
C 1.860658 -0.283272 0.179101 -0.3 0.8 0.7
H -0.228397 -1.979291 0.202931 -0.5 0.7 0.3
H -2.608827 -1.228841 -0.269724 0.4 0.5 0.6
H 0.954734 2.276250 -0.032700 -0.9 -0.9 0.4
C 0.123216 1.518961 -0.097883 0.1 -0.5 -2.4
H -0.253736 -1.138264 -1.253749 -0.2 0.6 -0.4
H -2.090402 -0.296401 1.212672 0.4 -0.1 -1.5
H 3.981216 -0.777245 -0.333940 0.4 0.1 0.1
H 0.179785 0.058870 1.535606 0.9 -0.1 -1.0
H -0.864153 1.922365 0.268113 1.3 -0.4 -0.2
H 0.008892 1.301301 -1.248260 0.0 0.9 1.9
C -0.466626 -0.968675 -0.202474 -0.3 0.3 1.0

=====

Record 4
16
Properties=species:S:1:pos:R:3:forces:R:3 method="wB97M-V/def2-TZVPD" e_above_lowest_kcal_mol=106.2 homo_ev="-6.51 / -7.15" orbital_gap_ev="6.3 / 7.9" spin_multiplicity=1 charge=0 e_lumo_ev="-0.194 / 0.791" fmax_ev_per_a=2.28
C -0.921893 -1.101353 1.155096 -0.6 0.0 -0.4
H -1.848646 -1.495796 1.577587 0.1 0.0 0.0
H -0.227047 -0.229854 -2.057078 0.0 -0.2 0.2
H -0.959096 1.868105 -1.335398 0.0 0.3 0.0
H 1.174717 -0.912347 1.722962 -0.1 -0.1 -0.1
C -0.063429 -0.078370 -0.985282 0.8 2.0 -0.8
H 0.066077 1.970278 0.102392 0.1 -0.1 -0.2
H 1.676773 0.187284 0.373984 -0.2 0.1 -0.3
H 0.106372 -1.907299 2.810307 -0.1 0.0 0.1
C 0.190216 -1.303433 1.918484 0.1 0.0 0.1
C -1.101561 -0.536235 -0.130285 -0.2 -0.4 0.9
H 0.767691 2.114036 -1.566745 0.0 -0.3 0.2
H -2.111637 -0.453962 -0.527052 0.1 -0.1 0.2
C 1.326836 0.048358 -0.639052 1.6 -1.4 0.3
C 0.028660 1.621584 -0.930318 -1.5 0.1 -0.3
H 2.067476 0.129475 -1.428936 -0.2 0.0 0.1

=====

Record 5
16
Properties=species:S:1:pos:R:3:forces:R:3 method="wB97M-V/def2-TZVPD" e_above_lowest_kcal_mol=8.2 homo_ev=-9.03 smiles="C[C@@H]1C=CCC1" orbital_gap_ev=10.3 spin_multiplicity=1 charge=0 e_lumo_ev=1.246 fmax_ev_per_a=0.68
H 2.325663 -1.348378 -0.284912 -0.2 0.2 0.0
H -1.811181 1.822344 1.178629 -0.1 0.0 -0.5
H -0.629646 -1.760820 -0.924440 0.3 -0.1 0.1
C -0.523268 -0.970271 -0.179653 0.2 -0.1 0.0
C -1.261492 1.137191 0.536350 0.6 0.0 0.0
H -2.643502 -0.681209 0.309789 0.3 0.4 0.4
C -1.792574 -0.125648 -0.109684 -0.4 0.0 -0.2
H 2.015792 -0.463143 1.214838 -0.2 0.0 -0.2
C 0.624166 0.036958 -0.440779 0.0 0.0 0.0
H 0.610363 2.195595 0.348152 0.0 -0.3 0.3
H 0.749107 0.156659 -1.528473 -0.1 0.2 0.1
H -0.351126 -1.398081 0.821278 -0.1 -0.1 -0.3
C 2.008033 -0.376948 0.119194 -0.1 0.0 0.0
H 2.798811 0.339470 -0.148703 -0.3 -0.1 0.0
C 0.030194 1.284321 0.206733 -0.1 0.0 0.1
H -2.149343 0.151966 -1.118321 0.2 -0.1 0.1

=====

Record 6
16
Properties=species:S:1:pos:R:3:forces:R:3 method="wB97M-V/def2-TZVPD" e_above_lowest_kcal_mol=51.9 homo_ev=-8.04 orbital_gap_ev=9.1 spin_multiplicity=1 charge=0 e_lumo_ev=1.064 fmax_ev_per_a=3.72
C -0.705833 0.008406 1.009999 -0.2 -0.2 -0.1
H 0.740760 -0.611017 -1.655150 0.0 0.1 0.3
C 1.529133 -0.623700 0.438135 0.1 -0.6 0.1
H -0.046328 -2.177246 1.440145 0.4 2.3 -2.1
H -2.463862 1.325617 -0.582362 0.2 0.0 -0.1
H -1.696436 0.644210 -2.034744 0.1 0.1 0.3
H -1.130448 2.189369 -1.390846 -0.1 -0.2 0.1
C 0.403361 -0.870967 1.474080 -1.3 -3.3 -1.3
H 2.372494 0.004999 0.768070 -0.5 -0.2 0.3
H 1.937702 -1.599763 0.196858 0.3 0.1 -0.3
C 0.835252 0.057653 -0.781716 0.0 -0.1 0.2
H -1.607719 0.181753 1.584247 0.0 0.0 0.0
H 0.448966 -1.474018 2.369094 1.2 2.3 1.9
C -1.506388 1.197105 -1.099779 0.0 0.1 0.1
H 1.385388 0.944349 -1.143388 -0.1 -0.3 0.2
C -0.522281 0.452571 -0.244436 0.0 0.0 0.4

=====

Record 7
16
Properties=species:S:1:pos:R:3:forces:R:3 method="wB97M-V/def2-TZVPD" e_above_lowest_kcal_mol=66.0 homo_ev=-8.33 smiles=C[C@H]1C[C@H]2C[C@H]21 orbital_gap_ev=9.5 spin_multiplicity=1 charge=0 e_lumo_ev=1.212 fmax_ev_per_a=3.96
H -1.821631 -1.241949 0.979804 0.0 0.0 0.1
C 0.204830 -0.838683 -1.459625 2.1 1.0 0.7
C -0.877698 -0.826009 1.345386 -0.1 -0.1 0.0
H 0.484149 -1.710111 -0.886254 -0.6 -0.1 0.1
C 0.997135 0.594393 -0.867588 0.2 -3.6 -1.7
H -0.105938 -1.588356 1.197755 -0.1 0.2 0.0
H 1.006638 1.974193 0.242526 -0.1 -0.4 2.5
H -0.960717 -0.662722 2.425857 0.0 0.1 -0.2
H 0.206441 -0.979865 -2.552128 0.3 0.4 0.7
C -0.570566 0.462612 0.597877 -0.2 0.1 0.0
H 1.812854 0.937274 -1.491586 -0.6 0.4 -0.4
H -1.277809 1.238559 0.903392 0.1 0.0 0.0
H -1.153188 0.862570 -1.601823 -0.4 0.2 0.0
C -0.471488 0.353288 -0.942780 -0.9 0.6 0.0
H 1.615447 0.528911 1.393932 -0.4 0.4 -0.6
C 0.911063 0.900002 0.618935 0.4 1.0 -1.3

=====

Record 8
16
Properties=species:S:1:pos:R:3:forces:R:3 method="wB97M-V/def2-TZVPD" e_above_lowest_kcal_mol=28.9 homo_ev=-8.47 smiles="C=C(C)C(=C)C" orbital_gap_ev=9.3 spin_multiplicity=1 charge=0 e_lumo_ev=0.864 fmax_ev_per_a=1.61
C -1.025498 0.271203 1.641970 -0.4 0.1 0.4
H 1.669449 2.169643 -0.477588 0.8 -0.7 -0.5
H -1.476751 -0.469236 2.300002 -0.1 -0.1 -0.1
H 1.383486 -1.207527 -1.528556 0.0 -0.1 -0.1
C 1.221797 1.384380 0.117983 -0.3 0.3 0.9
C 0.528674 0.340615 -0.359734 0.4 0.1 -1.1
H -1.826026 -2.021875 0.497948 -0.1 0.1 -0.2
C -0.583886 -0.336843 0.341607 1.2 -0.2 1.0
C -1.098512 -1.483784 -0.096791 -0.2 0.2 -0.1
H 1.341024 1.569139 1.181466 -0.8 0.3 0.0
H -0.843825 -1.859579 -1.072762 0.1 -0.3 0.0
H 1.702872 0.392617 -2.183668 0.0 0.1 0.0
H -1.771477 1.055948 1.478224 0.0 -0.1 -0.1
H -0.241545 0.749225 2.224241 0.2 -0.1 -0.2
H 0.072238 -0.326967 -2.354496 0.2 -0.2 -0.2
C 0.947977 -0.226954 -1.709842 -0.9 0.6 0.2